# 1
A single C24H32N4O4 molecule, computed with the ωB97M-V functional and the def2-TZVPD basis.

Results
**Relative energy (zero: lowest compared OMol25 entry of this formula, charge and spin)**: 134.1 kcal per mole
**Gap between HOMO and LUMO**: 8.392 eV
**SMILES**: COc1cc(/C=N/NC(=O)CCN2CCN(Cc3ccccc3)CC2)cc(OC)c1OC
**Electronic energy**: -1453.637767 Eh
**Multiplicity**: 1
**HOMO level**: -7.95 eV

Element x y z (Å)
C 5.84 1.46 1.77
H 6.24 1.94 0.88
O 4.47 1.74 1.94
C 3.55 1.44 0.98
C 2.30 1.99 1.22
C 1.24 1.79 0.34
C 1.44 1.00 -0.80
C 2.66 0.41 -1.03
C 3.75 0.63 -0.16
O 4.97 0.03 -0.34
C 5.54 0.03 -1.64
H 5.16 -0.80 -2.24
H 5.33 0.97 -2.16
H 6.61 -0.08 -1.49
O 2.89 -0.44 -2.08
C 1.80 -0.80 -2.89
H 1.40 0.06 -3.43
H 2.20 -1.52 -3.61
H 1.01 -1.27 -2.31
H 0.60 0.85 -1.45
C -0.07 2.32 0.62
N -1.01 2.19 -0.22
N -2.27 2.54 0.09
C -3.30 2.28 -0.79
O -3.11 2.04 -1.95
C -4.66 2.27 -0.14
C -5.47 1.03 -0.59
N -5.04 -0.28 -0.19
C -4.96 -0.61 1.21
C -3.55 -0.50 1.79
N -2.64 -1.34 1.04
C -2.62 -0.93 -0.36
C -4.03 -0.98 -0.96
H -4.00 -0.59 -1.97
H -4.34 -2.04 -0.99
H -1.98 -1.62 -0.91
H -2.19 0.08 -0.48
C -1.31 -1.31 1.62
C -0.36 -2.28 0.96
C 0.98 -1.96 0.82
C 1.86 -2.84 0.22
C 1.40 -4.06 -0.25
C 0.07 -4.40 -0.10
C -0.81 -3.51 0.51
H -1.85 -3.76 0.63
H -0.29 -5.35 -0.45
H 2.09 -4.75 -0.72
H 2.90 -2.57 0.12
H 1.35 -1.00 1.18
H -1.41 -1.59 2.68
H -0.86 -0.30 1.58
H -3.56 -0.84 2.83
H -3.22 0.56 1.79
H -5.65 0.02 1.77
H -5.28 -1.65 1.32
H -5.51 1.04 -1.68
H -6.49 1.16 -0.20
H -5.21 3.15 -0.48
H -4.59 2.31 0.95
H -2.47 2.87 1.04
H -0.23 2.78 1.61
H 2.18 2.59 2.11
H 6.03 0.38 1.73
H 6.32 1.88 2.66

# 2
A molecular structure, C3H5N5, computed with the ωB97M-V functional and the def2-TZVPD basis.

Results
**Relative energy (zero: lowest compared OMol25 entry of this formula, charge and spin)**: 119.5 kcal per mole
**Gap between HOMO and LUMO**: 7.606 eV
**Electronic energy**: -390.927931 Eh
**Multiplicity**: 1
**HOMO level**: -8.27 eV

Element x y z (Å)
C 1.34 0.04 0.02
C 0.52 1.26 0.09
C -1.45 -0.12 -0.01
H 2.92 -1.08 -0.19
H 3.29 0.13 0.70
H 0.80 2.25 -0.05
H -1.51 1.89 0.62
H -3.40 0.62 -0.29
N 2.81 0.04 -0.16
N -0.77 1.07 -0.13
N -2.71 -0.26 -0.01
N -0.61 -1.29 0.05
N 0.62 -1.13 0.05

# 3
2 unconnected molecules or ions with the total composition C2H6NO3, computed with the ωB97M-V functional and the def2-TZVPD basis.

Results
**Relative energy (zero: lowest compared OMol25 entry of this formula, charge and spin)**: 13.2 kcal per mole
**Gap between HOMO and LUMO**: 9.065 eV
**Electronic energy**: -360.350124 Eh
**Total charge**: -1
**Multiplicity**: 1
**HOMO level**: -4.70 eV

Element x y z (Å)
N -1.03 2.26 0.25
C -0.26 1.04 0.42
O -1.09 -0.09 0.49
H -1.54 2.21 -0.62
H -1.73 2.32 0.99
H 0.45 0.94 -0.40
H 0.35 1.16 1.33
H -0.52 -0.94 0.36
O 0.39 -2.24 0.13
C 1.34 -2.22 -0.71
O 1.85 -1.24 -1.27
H 1.79 -3.20 -0.97

# 4
2 unconnected molecules or ions with the total composition C2H7NO3, computed with the ωB97M-V functional and the def2-TZVPD basis.

Results
**Relative energy (zero: lowest compared OMol25 entry of this formula, charge and spin)**: 30.8 kcal per mole
**Gap between HOMO and LUMO**: 9.993 eV
**SMILES**: NCC(=O)O.O
**Electronic energy**: -360.864494 Eh
**Multiplicity**: 1
**HOMO level**: -9.56 eV

Element x y z (Å)
O 1.95 0.15 -0.14
C 1.06 -0.41 0.44
O 0.91 -0.25 1.80
C 0.27 -1.50 -0.24
N -0.57 -0.72 -1.24
H 0.72 0.71 1.87
H -0.42 -2.05 0.38
H 0.80 -2.15 -0.93
H -0.10 -0.58 -2.11
H -0.83 0.19 -0.89
H -0.61 2.24 -0.08
H -2.04 2.32 0.43
O -1.15 2.06 0.70

# 5
2 unconnected molecules or ions with the total composition C8H10FN2O2, computed with the ωB97M-V functional and the def2-TZVPD basis.

Results
**Relative energy (zero: lowest compared OMol25 entry of this formula, charge and spin)**: 25.5 kcal per mole
**Gap between HOMO and LUMO**: 8.654 eV
**Electronic energy**: -670.411571 Eh
**Total charge**: +1
**Multiplicity**: 1
**HOMO level**: -12.70 eV

Element x y z (Å)
C 3.50 -0.66 -0.32
C 2.93 0.62 -0.56
C 2.81 -1.64 0.33
C 1.57 0.86 -0.12
C 1.48 -1.49 0.73
C 0.92 -0.18 0.47
C -0.50 0.14 0.83
C -2.75 -0.70 0.42
N -0.91 1.18 1.46
N -1.47 -0.71 0.22
O -3.41 0.90 -1.39
O -3.31 -0.23 1.46
F -3.42 -1.51 -0.34
H 4.58 -0.85 -0.67
H 3.41 1.40 -1.20
H 3.21 -2.61 0.67
H 1.16 1.71 -0.48
H 1.11 -2.16 1.44
H -0.25 1.79 1.79
H -4.18 1.45 -1.59
H -1.28 -1.01 -0.77
H -2.69 1.20 -1.96
H -3.94 -0.76 1.92

# 6
A single C3H3F6OP molecule, computed with the ωB97M-V functional and the def2-TZVPD basis.

Results
**Relative energy (zero: lowest compared OMol25 entry of this formula, charge and spin)**: 96.1 kcal per mole
**Gap between HOMO and LUMO**: 9.435 eV
**SMILES**: CP(=O)(C(F)(F)F)C(F)(F)F
**Electronic energy**: -1131.771211 Eh
**Multiplicity**: 1
**HOMO level**: -9.71 eV

Element x y z (Å)
C -1.44 0.04 -0.95
C 0.38 1.47 0.77
C 0.78 -1.52 0.42
O 1.87 0.46 -1.82
F -0.49 1.14 1.75
F 1.51 1.72 1.33
F -0.12 2.51 0.12
F 1.96 -1.89 -0.06
F 0.86 -1.63 1.77
F -0.15 -2.40 0.11
P 0.31 0.11 -0.49
H -1.75 0.89 -1.70
H -1.80 -0.95 -1.38
H -1.92 0.06 0.12